Computed, not measured: a molecular structure, C23H32AsIrN8O3, with ωB97M-V/def2-TZVPD.

```
68
Properties=species:S:1:pos:R:3:lowdin_charge:R:1
Ir 0.964 -1.305 1.294 1.415
C -5.601 2.696 -0.271 -0.071
O -4.964 2.923 -1.516 -0.066
C -3.696 3.387 -1.509 -0.278
C -2.940 3.595 -0.357 -0.009
C -1.640 4.073 -0.459 -0.019
C -1.098 4.367 -1.703 -0.289
C -1.886 4.216 -2.847 -0.016
C -3.158 3.700 -2.761 0.019
N 0.178 4.978 -1.908 0.088
N 1.173 4.729 -1.213 0.090
C 1.246 3.594 -0.352 -0.234
C 1.782 3.761 0.904 0.007
C 1.955 2.700 1.809 0.024
C 1.613 1.418 1.433 -0.391
O 1.812 0.322 2.160 -0.255
C 1.114 1.238 0.123 -0.155
N 0.868 -0.068 -0.224 -0.067
C 0.542 -0.392 -1.460 -0.078
C 0.455 0.590 -2.457 -0.008
C 0.655 1.907 -2.137 0.046
C 0.962 2.280 -0.810 -0.088
H -6.599 2.337 -0.505 0.099
H -5.675 3.617 0.310 0.103
H -5.069 1.937 0.311 0.080
H -3.366 3.427 0.621 0.100
H -1.081 4.272 0.446 0.118
H -1.475 4.524 -3.800 0.124
H -3.777 3.576 -3.639 0.129
H 2.070 4.764 1.194 0.131
H 2.388 2.880 2.784 0.130
H 0.356 -1.438 -1.655 0.118
H 0.228 0.287 -3.469 0.122
H 0.601 2.664 -2.908 0.126
C -3.037 -4.917 0.418 -0.011
N -1.615 -4.573 0.361 -0.125
C -0.663 -5.556 -0.158 -0.008
C -1.152 -3.378 0.750 -0.375
N 0.106 -3.032 0.662 -0.015
N -2.101 -2.507 1.265 0.182
C -1.964 -1.263 1.849 -0.432
N -3.118 -0.730 2.298 0.197
N -0.827 -0.656 1.941 0.003
H -3.644 -4.210 -0.151 0.105
H -3.394 -4.990 1.448 0.108
H -3.173 -5.890 -0.041 0.101
H -1.195 -6.475 -0.375 0.099
H 0.105 -5.782 0.584 0.107
H -0.199 -5.205 -1.082 0.105
H 0.716 -3.747 0.289 0.064
H -3.036 -2.878 1.291 0.122
H -3.955 -1.279 2.390 0.125
H -3.094 0.134 2.812 0.129
H -0.860 0.250 2.396 0.109
C 4.581 0.252 0.843 -0.173
As 4.314 -1.611 0.518 1.055
C 5.502 -2.626 1.609 -0.177
C 4.682 -1.962 -1.324 -0.182
O 2.751 -2.183 0.856 -0.638
H 5.630 0.472 0.646 0.063
H 4.328 0.476 1.876 0.051
H 3.955 0.838 0.171 0.045
H 6.532 -2.362 1.372 0.058
H 5.337 -3.684 1.415 0.054
H 5.295 -2.404 2.654 0.056
H 5.711 -1.680 -1.549 0.058
H 4.003 -1.377 -1.943 0.042
H 4.541 -3.023 -1.518 0.052
```

Output
E_HOMO in eV: -12.101
Charge: +2
LUMO in eV: -6.0

***

Computed, not measured: a molecular structure, C23H32BeCl2N3O5P at a distorted geometry, with ωB97M-V/def2-TZVPD.

```
67
Properties=species:S:1:pos:R:3:lowdin_charge:R:1
Be 0.585 -0.846 -0.261 0.002
C 2.421 0.318 4.510 -0.008
C 1.324 -0.622 4.147 -0.364
N 0.751 -0.667 2.980 0.183
C -0.177 -1.670 3.034 -0.114
C -0.174 -2.240 4.300 -0.083
N 0.789 -1.560 4.976 0.157
C -0.967 -3.276 5.059 -0.632
O -1.903 -3.852 4.433 -0.038
O -0.622 -3.455 6.235 -0.026
C -0.948 -2.020 1.819 -0.430
O -1.926 -2.852 1.955 0.132
O -0.731 -1.562 0.689 0.027
H 3.046 0.447 3.624 0.076
H 3.014 -0.068 5.341 0.068
H 2.022 1.298 4.787 0.074
H 1.008 -1.779 5.934 0.152
H -1.995 -3.242 2.935 0.105
C -3.032 3.004 0.111 -0.126
C -2.008 2.040 0.708 -0.527
C -1.462 2.605 2.025 -0.128
P -0.593 1.420 -0.362 1.137
C -1.380 1.136 -2.029 -0.556
C -1.797 2.304 -2.925 -0.120
C -2.512 0.117 -1.868 -0.119
C 0.553 2.868 -0.607 -0.527
C 1.509 2.502 -1.753 -0.125
C 0.009 4.287 -0.779 -0.123
H -3.771 3.265 0.878 0.070
H -3.569 2.557 -0.725 0.045
H -2.565 3.927 -0.231 0.054
H -2.529 1.107 0.946 0.097
H -1.052 3.609 1.881 0.058
H -0.669 1.971 2.416 0.060
H -2.256 2.676 2.775 0.069
H -0.568 0.591 -2.522 0.008
H -2.563 2.942 -2.478 0.048
H -2.205 1.898 -3.859 0.072
H -0.946 2.930 -3.195 0.046
H -3.409 0.559 -1.418 0.057
H -2.186 -0.723 -1.253 0.058
H -2.788 -0.281 -2.850 0.078
H 1.146 2.829 0.312 0.090
H 1.025 2.602 -2.728 0.055
H 1.855 1.475 -1.654 0.053
H 2.385 3.157 -1.734 0.075
H -0.690 4.362 -1.616 0.053
H 0.846 4.963 -0.987 0.069
H -0.492 4.649 0.121 0.045
C 3.274 -1.644 0.478 -0.118
C 2.270 -0.490 0.411 -0.406
O 2.740 0.629 0.662 -0.125
H 4.264 -1.293 0.791 0.049
H 3.333 -2.105 -0.514 0.052
H 2.905 -2.416 1.164 0.048
Cl 0.922 -4.166 -0.736 0.630
C 0.940 -3.633 -2.407 -0.593
C 1.090 -4.589 -3.381 -0.198
C 1.119 -4.241 -4.737 -0.188
C 0.993 -2.889 -5.063 -0.204
C 0.837 -1.938 -4.082 -0.595
Cl 0.707 -0.257 -4.597 0.601
C 0.771 -2.187 -2.643 -0.484
N 0.593 -1.283 -1.752 -0.007
H 1.192 -5.628 -3.086 0.077
H 1.232 -4.995 -5.508 0.059
H 1.014 -2.578 -6.101 0.074
```

Output
E_HOMO in eV: -0.264
Charge: -2
LUMO in eV: 4.5

***

Computed, not measured: a molecular structure, C23H32CrF6N6O11P2S3Se, with ωB97M-V/def2-TZVPD.

```
85
Properties=species:S:1:pos:R:3:mulliken_spin:R:1
Cr -0.254 0.296 0.226 3.245
S 0.831 4.604 0.541 0.004
C 2.270 3.813 -0.023 0.001
C 3.507 4.368 -0.329 0.000
C 4.496 3.530 -0.808 0.001
C 4.252 2.163 -0.979 0.000
C 3.028 1.608 -0.666 -0.013
C 2.027 2.445 -0.178 0.032
N 0.739 2.073 0.162 -0.065
C 0.007 3.091 0.528 0.004
C -1.408 2.874 0.770 -0.015
C -2.310 3.875 1.114 -0.009
C -3.645 3.546 1.244 0.022
C -4.059 2.234 1.032 -0.016
C -3.146 1.240 0.707 0.005
C -1.799 1.547 0.570 -0.121
H 3.686 5.427 -0.203 0.000
H 5.464 3.939 -1.062 0.000
H 5.038 1.529 -1.368 0.000
H 2.825 0.555 -0.789 -0.005
H -1.971 4.891 1.284 0.000
H -4.367 4.305 1.519 0.002
H -5.107 1.983 1.144 -0.001
H -3.475 0.215 0.600 0.000
C -2.814 -2.868 -2.469 0.002
N -1.513 -3.399 -2.033 0.000
C -0.482 -3.433 -3.080 0.000
P -1.105 -2.960 -0.501 -0.014
O -1.232 -1.532 -0.138 -0.025
O 0.439 -3.456 -0.394 0.005
P 1.783 -2.577 -0.154 0.023
O 1.545 -1.119 -0.219 -0.009
N 2.747 -3.125 -1.368 -0.001
C 2.631 -4.394 -2.053 0.000
C 3.916 -2.344 -1.738 0.000
N 2.414 -3.093 1.264 -0.001
C 2.705 -4.509 1.407 0.000
C 2.062 -2.438 2.530 -0.003
N -1.973 -3.953 0.466 0.002
C -2.023 -5.374 0.151 0.000
C -1.946 -3.693 1.910 0.000
H -3.234 -3.537 -3.222 0.000
H -2.712 -1.868 -2.889 0.000
H -3.497 -2.832 -1.621 0.000
H -0.959 -3.250 -4.038 0.000
H -0.005 -4.414 -3.105 0.000
H 0.283 -2.666 -2.950 0.000
H 1.716 -4.903 -1.769 0.000
H 3.483 -5.044 -1.821 0.000
H 2.613 -4.235 -3.136 0.000
H 3.986 -1.451 -1.122 0.000
H 3.853 -2.037 -2.784 0.000
H 4.827 -2.935 -1.598 0.000
H 3.083 -4.929 0.475 0.000
H 1.818 -5.074 1.716 0.000
H 3.473 -4.636 2.172 0.000
H 1.767 -1.409 2.360 0.003
H 2.934 -2.459 3.186 0.000
H 1.232 -2.942 3.031 -0.001
H -1.987 -5.531 -0.925 0.000
H -2.956 -5.788 0.537 0.000
H -1.191 -5.911 0.623 0.000
H -1.895 -2.621 2.122 0.000
H -1.086 -4.194 2.372 0.000
H -2.858 -4.097 2.352 0.000
O -0.071 -0.847 4.443 0.000
Se -0.812 0.050 3.314 0.000
O -2.079 -0.707 2.620 0.005
O 0.338 0.173 2.018 -0.034
O -1.140 1.562 3.781 0.002
F -3.153 0.485 -2.561 0.000
C -2.642 1.602 -3.068 0.004
F -3.225 2.643 -2.484 0.001
F -2.927 1.639 -4.372 0.000
S -0.782 1.688 -2.784 0.006
O -0.527 0.538 -1.917 -0.045
O -0.546 2.998 -2.271 0.002
N -0.122 1.586 -4.201 -0.001
S -0.093 0.283 -5.088 0.001
O 0.034 0.628 -6.468 0.000
O -1.052 -0.715 -4.702 0.000
C 1.557 -0.426 -4.659 0.002
F 1.748 -1.581 -5.320 0.000
F 2.540 0.409 -4.989 0.000
F 1.650 -0.686 -3.352 0.007
```

Output
E_HOMO (spin up / spin down) in eV: -5.692 / -5.708
Spin multiplicity: 4
Charge: -1
LUMO (spin up / spin down) in eV: 2.0 / 2.0

***

Computed, not measured: a molecular structure, C23H32FeNO4 at a distorted geometry, with ωB97M-V/def2-TZVPD.

```
61
Properties=species:S:1:pos:R:3:mulliken_spin:R:1
O -0.310 -0.672 -3.218 0.001
C 0.020 0.578 -3.949 0.000
C 0.018 0.027 -5.347 0.000
H 1.036 0.884 -3.686 0.000
H -0.720 1.373 -3.768 0.000
C -0.102 -1.280 -4.525 0.000
H 0.930 0.161 -5.952 0.000
H -0.912 0.278 -5.885 0.000
C 1.146 -2.135 -4.535 0.000
H 2.039 -1.623 -4.156 0.000
H 1.347 -2.455 -5.565 0.000
H 0.947 -3.026 -3.926 0.000
C -1.251 -2.014 -5.148 0.000
H -2.137 -1.375 -5.233 0.000
H -1.457 -2.932 -4.598 0.000
H -0.933 -2.274 -6.170 0.000
Fe -0.432 -1.016 2.225 3.203
C -2.241 -1.262 3.343 0.071
C -2.137 0.058 3.905 0.091
C -2.251 1.015 2.849 0.047
H -2.190 0.282 4.974 0.006
C -2.337 0.316 1.622 0.194
C -2.423 -1.100 1.897 -0.090
H -2.791 -1.823 1.173 0.002
H -2.376 -2.194 3.908 0.002
H -2.377 2.102 2.946 0.006
H -2.535 0.786 0.659 0.002
C 0.547 -2.488 3.162 0.031
C -0.409 -2.951 2.183 0.105
C -0.079 -2.352 0.902 -0.103
H -1.188 -3.676 2.359 0.005
C 1.130 -1.592 1.100 0.173
C 1.501 -1.658 2.478 0.159
H 2.412 -1.221 2.876 0.000
H 0.587 -2.769 4.210 0.001
H -0.569 -2.519 -0.051 0.023
H 1.793 -1.212 0.338 -0.013
O 1.657 1.249 -1.938 0.000
C 0.807 0.482 -1.064 0.046
C -0.602 1.050 -1.089 -0.010
H 1.184 0.723 -0.050 -0.021
H 0.896 -0.595 -1.215 0.008
C -0.277 2.562 -1.211 0.004
H -1.071 0.801 -0.142 0.018
H -1.269 0.725 -1.891 0.003
C 1.174 2.633 -1.798 0.000
H -0.284 2.957 -0.188 0.000
H -0.994 3.133 -1.829 0.000
H 1.916 3.176 -1.154 0.000
H 1.230 3.096 -2.809 0.000
O 1.149 1.916 1.291 -0.003
C 1.130 1.693 2.512 0.007
C 1.708 2.626 3.552 0.006
C 1.441 1.929 4.872 0.001
C 0.777 0.629 4.503 -0.006
O 0.443 -0.236 5.304 0.003
N 0.558 0.602 3.123 0.027
H 2.778 2.773 3.351 0.002
H 1.219 3.611 3.520 0.000
H 2.355 1.702 5.433 0.000
H 0.777 2.522 5.522 -0.001
```

Output
E_HOMO (spin up / spin down) in eV: -2.461 / -4.362
Spin multiplicity: 5
Charge: -1
LUMO (spin up / spin down) in eV: 2.6 / 2.6

***

In order of appearance, energy relative to the best compared isomer or geometry (same formula, charge and spin) = 0.0, 31.7, 38.5, 235.0 kJ/mol.